(A)
Here is a single CH4O2S molecule from the Open Molecules 2025 dataset. Energies are from ωB97M-V/def2-TZVPD.

## Properties
Frontier orbital gap ... 9.39 eV
Net charge ... 0

Each line ends with the natural charge from an NBO analysis.
Cartesian coordinates (Å):
H 0.38 -1.14 -0.68  0.193
H -0.76 1.30 -1.18  0.469
O 2.20 -0.51 1.58  -0.945
H 1.63 1.78 1.03  0.002
S 1.08 0.40 1.36  0.967
H 1.25 0.21 -1.26  0.168
O -0.81 0.30 -1.10  -0.679
C 0.45 -0.06 -0.62  -0.175



(B)
Here is a single CH4O2S molecule from the Open Molecules 2025 dataset. Energies are from ωB97M-V/def2-TZVPD.

## Properties
Frontier orbital gap ... 9.89 eV
Net charge ... 0

Each line ends with the natural charge from an NBO analysis.
Cartesian coordinates (Å):
H -0.85 -0.27 1.01  0.228
S 1.08 -0.04 -0.10  1.441
H -0.01 2.15 -0.79  0.467
O 1.51 -0.19 1.26  -0.872
H -1.25 -0.51 -0.57  0.225
H -0.43 -1.85 0.22  0.238
C -0.58 -0.74 0.16  -0.798
O 0.54 1.45 -1.20  -0.929



(C)
Here is 2 unconnected molecules or ions with the total composition CH4O2S from the Open Molecules 2025 dataset. Energies are from ωB97M-V/def2-TZVPD.

## Properties
Frontier orbital gap ... 10.68 eV
Net charge ... 0
SMILES string ... O=CO.S

Each line ends with the natural charge from an NBO analysis.
Cartesian coordinates (Å):
O 1.00 -0.61 -0.19  -0.702
O 1.99 1.36 -1.00  -0.535
H 0.32 -0.31 -0.82  0.490
H 1.75 0.89 0.92  0.099
H -3.00 0.25 0.45  0.141
S -1.95 -0.57 0.52  -0.295
H -2.63 -1.34 1.37  0.155
C 1.72 0.59 -0.15  0.648



Least stable of them? (A).



(A)
Here is 2 unconnected molecules or ions with the total composition C7H17NO from the Open Molecules 2025 dataset. Energies are from ωB97M-V/def2-TZVPD.

## Properties
Frontier orbital gap ... 9.95 eV
Net charge ... 0
SMILES string ... CCN(C)C(C)=O.CC

Each line ends with the natural charge from an NBO analysis.
Cartesian coordinates (Å):
H -0.09 -2.18 -0.73  0.225
H -2.33 -2.52 2.02  0.195
H -1.78 2.26 -0.25  0.249
C -0.27 -1.22 1.08  -0.199
C 3.15 2.16 -1.41  -0.623
N -1.64 -0.93 0.79  -0.469
C -1.27 1.24 -0.41  -0.712
H -0.20 -1.37 2.11  0.189
H -3.18 -1.03 2.37  0.226
H 1.08 1.44 -2.15  0.214
H 1.06 -3.13 0.30  0.242
H -0.12 1.16 -0.28  0.213
H -3.53 -1.95 0.63  0.225
H 1.56 1.36 -0.32  0.195
H 3.99 1.61 -1.85  0.211
C -2.81 -1.66 1.57  -0.416
H 2.91 3.13 -1.86  0.217
H 0.32 -0.18 0.94  0.198
H 1.61 -1.95 0.18  0.220
C 0.50 -2.24 0.11  -0.685
O -3.01 0.87 0.91  -0.611
H -1.55 0.85 -1.37  0.229
C -1.96 0.39 0.63  0.671
H 3.49 2.54 -0.34  0.200
C 1.95 1.22 -1.36  -0.619
H 2.13 0.13 -1.34  0.215



(B)
Here is 2 unconnected molecules or ions with the total composition C7H17NO from the Open Molecules 2025 dataset. Energies are from ωB97M-V/def2-TZVPD.

## Properties
Frontier orbital gap ... 9.47 eV
Net charge ... 0
SMILES string ... CCN(C)C(C)=O.CC

Each line ends with the natural charge from an NBO analysis.
Cartesian coordinates (Å):
H -1.07 2.12 -2.04  0.215
H 1.92 0.58 1.80  0.245
H -1.15 3.78 -2.42  0.189
H 0.13 3.30 -1.17  0.215
C -0.16 -2.21 2.31  -0.648
C -1.73 3.30 -0.28  -0.588
C 2.11 0.13 0.78  -0.722
H -0.51 -1.28 2.12  0.212
H -2.16 4.16 -0.05  0.190
H -0.60 -1.31 -2.11  0.203
H -1.28 -2.36 -1.12  0.192
O 0.29 0.76 -0.76  -0.571
H -1.08 3.05 0.58  0.189
C 0.89 -0.01 -0.07  0.720
H 2.94 0.61 0.49  0.241
H 1.42 -3.08 0.86  0.178
H 2.36 -0.84 1.18  0.228
C -0.73 -1.47 -1.12  -0.404
C -0.88 3.15 -1.66  -0.602
N 0.33 -1.41 -0.10  -0.508
H 0.62 -2.62 2.99  0.223
H -0.35 -3.35 0.44  0.218
H -1.12 -2.80 2.43  0.198
H -1.47 -0.83 -0.73  0.195
H -2.46 2.61 -0.36  0.192
C 0.38 -2.55 0.69  -0.199



Least stable of them? (A).



(A)
Here is 2 unconnected molecules or ions with the total composition C7H17NO from the Open Molecules 2025 dataset. Energies are from ωB97M-V/def2-TZVPD.

## Properties
Frontier orbital gap ... 9.95 eV
Net charge ... 0
SMILES string ... CCN(C)C(C)=O.CC

Each line ends with the natural charge from an NBO analysis.
Cartesian coordinates (Å):
N 0.94 0.60 0.39  -0.456
H -0.57 -1.54 2.23  0.235
H -2.46 -1.34 -1.71  0.200
H -1.99 -0.92 -3.31  0.203
C -0.75 -0.64 1.63  -0.717
C 2.78 -1.03 0.00  -0.641
H 3.03 -0.48 0.90  0.224
C 1.39 -0.52 -0.47  -0.215
H -3.62 0.58 -1.51  0.204
H -3.45 -1.93 -3.11  0.208
H 1.40 2.58 0.87  0.230
H -4.80 -0.09 -2.68  0.207
H -3.45 0.94 -3.17  0.203
C 0.38 0.34 1.61  0.680
C -2.88 -1.11 -2.70  -0.613
H 1.72 2.02 -0.85  0.198
C -3.76 0.15 -2.49  -0.612
H 2.79 1.68 0.55  0.188
H 1.23 -0.20 -1.50  0.202
H 0.73 -1.36 -0.27  0.206
C 1.75 1.79 0.21  -0.417
H -0.97 -1.05 0.64  0.209
H 2.66 -2.08 0.26  0.210
H -1.73 -0.22 1.87  0.247
H 3.57 -1.07 -0.76  0.218
O 0.77 0.86 2.64  -0.601



(B)
Here is 2 unconnected molecules or ions with the total composition C7H17NO from the Open Molecules 2025 dataset. Energies are from ωB97M-V/def2-TZVPD.

## Properties
Frontier orbital gap ... 9.81 eV
Net charge ... 0
SMILES string ... CCN(C)C(C)=O.CC

Each line ends with the natural charge from an NBO analysis.
Cartesian coordinates (Å):
O 0.40 -1.17 -1.53  -0.575
H 3.74 1.46 1.83  0.206
C -0.44 -0.04 0.71  -0.456
C 1.63 1.34 0.84  -0.223
H -0.96 -1.00 0.61  0.235
H 2.27 0.89 2.69  0.215
C -4.18 -0.55 0.79  -0.614
H -4.84 0.24 0.50  0.201
N 0.94 0.10 0.28  -0.483
H -2.36 -0.42 -0.52  0.201
H -3.94 -1.10 -1.13  0.209
H -0.47 -0.05 1.79  0.213
H -3.02 -2.11 -0.09  0.212
H 1.70 1.75 -1.92  0.235
C 1.96 0.72 -1.85  -0.744
H 2.92 0.62 -1.28  0.237
C 2.81 0.81 1.79  -0.628
H -1.21 0.33 0.07  0.189
C 1.05 -0.26 -1.12  0.705
C -3.25 -1.05 -0.28  -0.615
H -4.79 -1.35 1.22  0.208
H 3.20 -0.11 1.35  0.225
H 1.81 2.02 0.06  0.201
H 0.92 1.58 1.64  0.205
H 1.93 0.54 -2.94  0.244
H -3.73 -0.15 1.72  0.195



Least stable of them? (B).



(A)
Here is 6 unconnected molecules or ions with the total composition CH12O6 from the Open Molecules 2025 dataset. Energies are from ωB97M-V/def2-TZVPD.

## Properties
Frontier orbital gap ... 11.12 eV
Net charge ... 0
SMILES string ... C=O.O.O.O.O.O

Each line ends with the natural charge from an NBO analysis.
Cartesian coordinates (Å):
O 1.14 -0.42 2.80  -1.032
H 1.54 3.62 -0.35  0.454
H -1.56 -0.10 0.70  0.503
H -3.92 -2.37 -1.37  0.130
H 0.73 -0.58 -2.24  0.484
H 0.46 -0.37 2.09  0.518
O 0.92 3.46 -1.08  -0.924
O -0.59 -0.07 0.81  -1.019
H 3.62 -0.91 0.38  0.492
H -0.32 -0.18 -0.16  0.503
H 2.17 -0.92 0.86  0.505
O 0.72 -0.01 -1.48  -0.980
O -2.91 -1.11 -0.28  -0.533
H 0.65 2.62 -0.66  0.470
O 2.72 -0.92 0.07  -0.974
H 1.23 0.28 3.46  0.484
H -4.27 -0.45 -1.59  0.133
H 1.45 -0.27 -0.86  0.509
C -3.78 -1.30 -1.10  0.277



(B)
Here is 6 unconnected molecules or ions with the total composition CH12O6 from the Open Molecules 2025 dataset. Energies are from ωB97M-V/def2-TZVPD.

## Properties
Frontier orbital gap ... 10.70 eV
Net charge ... 0
SMILES string ... C=O.O.O.O.O.O

Each line ends with the natural charge from an NBO analysis.
Cartesian coordinates (Å):
H 1.11 -0.27 -1.33  0.478
H -2.12 -0.41 1.79  0.482
H -1.32 2.24 0.34  0.476
O -0.49 2.70 0.51  -0.953
O 0.68 -0.65 -2.10  -0.966
H -0.36 -3.58 0.57  0.474
H -3.08 2.18 -1.70  0.476
H 0.20 -1.41 -1.75  0.479
O 2.05 0.42 0.40  -0.532
H 0.07 2.57 -0.24  0.477
O -1.19 -0.57 1.69  -0.960
O 0.03 -2.73 0.31  -0.980
O -2.41 1.55 -1.46  -0.962
H 3.21 -0.68 1.70  0.115
H -0.29 -2.14 1.02  0.497
H -2.24 1.02 -2.25  0.489
C 2.42 -0.60 0.93  0.280
H 1.90 -1.51 0.62  0.141
H -0.90 0.03 1.01  0.490



Least stable of them? (A).